Entry 1:
44
Properties=species:S:1:pos:R:3 method="wB97M-V/def2-TZVPD" e_above_lowest_kcal_mol=87.62 s2=2.023 total_charge=-2 gap_ev="4.17 / 4.18" total_energy_ha=-5238.005458 homo_energy_ev="-1.65 / -1.65" spin_multiplicity=3
Mo 0.47009 0.18783 -0.73415
N 2.57500 3.21159 0.14556
C 2.11742 3.77099 1.39451
C 1.38546 2.68428 2.19426
C 0.13573 2.25340 1.41468
O -0.99254 2.49051 1.81133
O 0.39671 1.68937 0.28910
H 3.27931 2.49506 0.29360
H 2.94531 3.90433 -0.49275
H 1.41552 4.58478 1.17406
H 2.93435 4.18615 2.02211
H 1.08199 3.06736 3.16935
H 2.04059 1.81475 2.31114
S 2.43057 -4.53117 -4.07409
As 0.63407 -3.45775 -4.25764
S 0.25330 -1.97182 -1.76843
S 0.43885 -0.39531 -3.05357
S -0.90403 -4.79909 -4.73375
N 3.52749 -1.62777 -1.48823
C 3.43125 -0.26577 -1.48179
O 2.38061 0.25541 -0.95616
C 4.52607 0.49057 -1.94201
C 4.51313 1.88046 -2.01685
N 4.57143 3.02940 -2.10331
C 5.68911 -0.13433 -2.38993
N 6.66127 -0.63974 -2.75044
H 2.65984 -2.15137 -1.41887
H 4.24334 -2.05527 -2.05545
O -0.52602 -0.61879 1.17156
C -1.63280 -0.46529 0.59409
O -1.62947 0.03574 -0.56632
C -2.89566 -0.91862 1.21214
C -2.89493 -1.41904 2.52234
C -4.07143 -1.90729 3.06958
C -5.24327 -1.88886 2.34239
C -5.24416 -1.37502 1.03460
C -4.06445 -0.89518 0.46788
N -6.44606 -1.34574 0.30292
O -6.44638 -0.85193 -0.83100
O -7.47112 -1.80475 0.83712
H -1.96361 -1.42247 3.06745
H -4.07790 -2.31015 4.07340
H -6.17489 -2.25575 2.74676
H -4.05905 -0.52369 -0.54718



Entry 2:
51
Properties=species:S:1:pos:R:3 method="wB97M-V/def2-TZVPD" e_above_lowest_kcal_mol=0.00 s2=3.789 total_charge=+3 gap_ev="5.06 / 4.92" total_energy_ha=-4271.960125 homo_energy_ev="-17.20 / -17.20" spin_multiplicity=4
Re 0.00000 0.00000 0.00000
C 4.55235 -1.10815 3.40036
C 3.35750 -0.35722 2.90242
C 2.92968 0.82658 3.50874
C 1.81143 1.50022 3.01772
C 1.13972 0.96992 1.92099
Br -0.46683 2.10246 1.35686
N 1.54938 -0.21091 1.29987
C 2.63554 -0.82655 1.80996
H 5.00805 -0.61052 4.26263
H 5.31046 -1.17695 2.61366
H 4.26251 -2.11729 3.71018
H 3.46217 1.23251 4.36575
H 1.48136 2.41896 3.49015
H 2.92109 -1.74195 1.29784
S -1.39634 -1.25296 1.46107
Sb -1.38212 -2.74176 0.07374
C 0.33058 -2.37035 -1.14798
C 1.60672 -2.35048 -0.57455
C 2.72884 -2.10838 -1.37350
C 2.57552 -1.88605 -2.74594
C 1.29989 -1.90614 -3.31958
C 0.17742 -2.14833 -2.52103
C -1.23700 -4.55992 1.18597
C -2.22972 -4.89260 2.11424
C -2.13568 -6.08282 2.84250
C -1.04918 -6.94099 2.64300
C -0.05677 -6.60881 1.71482
C -0.15043 -5.41864 0.98623
C -3.22579 -2.55192 -0.98853
C -4.14277 -3.60877 -0.99610
C -5.34915 -3.48264 -1.69258
C -5.63902 -2.30036 -2.38174
C -4.72223 -1.24385 -2.37450
C -3.51594 -1.36937 -1.67807
H 1.72774 -2.52255 0.48707
H 3.71585 -2.09311 -0.92963
H 3.44397 -1.69889 -3.36409
H 1.18137 -1.73440 -4.38153
H -0.80782 -2.16368 -2.96817
H -3.07133 -4.23018 2.27004
H -2.90365 -6.34000 3.56043
H -0.97652 -7.86211 3.20663
H 0.78370 -7.27294 1.56036
H 0.61883 -5.16514 0.26882
H -3.92161 -4.52482 -0.46457
H -6.05846 -4.30010 -1.69836
H -6.57251 -2.20308 -2.92061
H -4.94634 -0.32915 -2.90788
H -2.80797 -0.55083 -1.67410
H 1.01277 0.90878 -1.05972



Entry 3:
16
Properties=species:S:1:pos:R:3 method="wB97M-V/def2-TZVPD" e_above_lowest_kcal_mol=0.00 s2=2.011 total_charge=0 gap_ev="8.10 / 7.14" total_energy_ha=-681.973530 homo_energy_ev="-7.13 / -7.27" spin_multiplicity=3
C 0.90523 1.22021 0.04879
C -0.37320 0.76043 0.73722
C -1.48516 -1.42026 0.95595
N 0.84504 0.44223 -2.80622
N 1.72570 0.01741 0.04611
N -0.69772 -0.52692 0.14099
S 0.69556 -1.19163 -0.57901
H 0.68724 1.52972 -0.98339
H 1.41608 2.01142 0.59614
H -0.20551 0.64690 1.81880
H -1.19840 1.45282 0.56570
H -2.49068 -1.01906 1.04604
H -1.54268 -2.38719 0.46265
H -1.06353 -1.55827 1.95855
H 0.25447 -0.09506 -3.43992
H 2.52756 0.11724 -0.56841



Entry 4:
42
Properties=species:S:1:pos:R:3 method="wB97M-V/def2-TZVPD" s2=12.009 total_charge=0 gap_ev="5.31 / 5.59" total_energy_ha=-6041.769559 homo_energy_ev="-7.53 / -7.82" spin_multiplicity=7
V -1.62963 1.20102 -0.06405
V 0.90721 -1.66502 1.43176
N 1.34971 -1.51058 -2.34489
H 1.61656 -2.31808 -1.80006
H 0.37798 -1.36665 -2.57967
H 1.94168 -1.35186 -3.14768
H 1.51983 -0.66982 -1.81171
Ag -3.31111 -2.21707 1.88009
Ag -0.66141 -4.79734 0.02015
N -1.43703 1.62512 -2.05381
S -0.96868 2.54470 -3.14720
O -2.00034 3.48595 -3.63341
O -0.00215 2.06436 -4.01890
F -0.10980 3.54598 -2.24347
S -2.07543 0.44471 -3.26531
O -1.24740 -0.80195 -3.21072
O -2.48608 0.83559 -4.60616
F -3.38326 -0.05888 -2.48176
C -0.93092 1.15088 4.77219
F -0.57982 0.31209 5.81097
F -2.05952 1.75138 5.04265
F 0.09299 2.02528 4.46845
S -1.28520 0.19551 3.15035
O -0.07995 -0.58516 2.91559
O -2.49782 -0.62231 3.24454
O -1.49739 1.19030 2.09324
C 2.90037 2.81653 0.59825
F 3.07070 2.96162 1.92499
F 2.71097 4.07047 0.15542
F 3.97507 2.37689 0.05303
S 1.53843 1.50109 0.22460
O 0.23956 2.12523 0.29657
O 1.78574 1.05686 -1.15744
O 1.72375 0.37978 1.13179
C 2.02516 -4.01286 0.51556
O 1.32584 -4.01302 1.51152
O 2.36043 -2.93100 0.02268
O 1.91833 -4.96188 -0.19735
C -1.34540 -1.55466 -0.09925
O -1.08781 -2.50065 0.64967
O -0.34715 -0.83490 -0.17783
O -2.35708 -0.88747 0.12641



Entry 5:
19
Properties=species:S:1:pos:R:3 method="wB97M-V/def2-TZVPD" e_above_lowest_kcal_mol=43.91 total_charge=0 gap_ev=8.94 total_energy_ha=-1031.147845 homo_energy_ev=-8.21 smiles=CCSSCC.O
C 1.41101 -3.78090 -1.01119
C 0.64995 -2.46678 -0.41306
S 1.22143 -1.71259 1.29392
S -0.54209 -1.38402 2.35756
C -0.26296 0.56112 2.28950
C -0.84126 1.15934 1.07967
H 0.72265 -4.51369 -1.44079
H 2.05348 -3.36303 -1.73037
H 1.98391 -4.42601 -0.35124
H 0.94507 -1.59534 -1.11850
H -0.43815 -2.54569 -0.39922
H 0.85448 0.44008 2.39867
H -0.57106 1.02902 3.25424
H -1.57166 1.80131 1.52572
H -0.09037 1.69023 0.58203
H -1.30638 0.48496 0.40303
O -1.37261 6.25158 -2.55322
H -0.60890 6.36653 -3.24859
H -2.23652 6.00389 -2.91817